Entry 1:
# C20H52N6NbO7S

C20H52N6NbO7S as an isolated structure in a non-equilibrium geometry (ωB97M-V/def2-TZVPD, the OMol25 dataset).

2S+1: 1
HOMO-LUMO gap in eV: 6.05
Energy relative to the best compared isomer or geometry (same formula, charge and spin) in kJ/mol: 0.0
Electronic energy in eV: -57239.69701
Charge: -1

Each line ends with the Mulliken charge.
Atoms and positions in Å:
C  0.821410  2.585044  3.505379  -1.156
S  0.685317  2.158427  1.782380  1.177
O  -0.766987  2.051489  1.587234  -0.685
O  1.351319  3.296241  1.121613  -0.751
Nb  2.024127  -0.010748  1.020188  -0.915
C  1.928453  0.983136  -0.892681  -1.401
C  2.579269  -0.018777  -1.840277  -0.270
C  1.927430  -0.255361  -3.220634  0.105
C  1.306309  0.965846  -3.915826  -0.542
N  -0.134337  0.820049  -4.114710  -0.742
H  0.275924  1.864039  4.116626  0.327
H  0.393776  3.587447  3.601147  0.280
H  1.883353  2.606657  3.764310  0.313
H  3.634946  0.505799  1.819405  -0.037
H  1.343501  -0.134886  2.716225  0.080
H  0.631580  -1.161622  0.663614  0.172
H  2.894636  -1.586933  1.078906  0.025
H  2.526687  1.894466  -0.724173  0.554
H  0.944330  1.353956  -1.197446  0.406
H  3.619838  0.289914  -1.998850  0.322
H  2.651199  -1.022141  -1.362281  0.377
H  2.733371  -0.630368  -3.865296  -0.224
H  1.192266  -1.064707  -3.181071  0.337
H  1.737736  1.088775  -4.918164  0.441
H  1.578915  1.857774  -3.328307  0.257
H  -0.617451  0.736092  -3.220567  0.422
H  -0.504802  1.650781  -4.564405  0.222
C  1.404516  -5.233563  -5.396337  -1.281
C  2.057362  -3.992244  -4.821427  0.952
O  1.836985  -3.615653  -3.686612  -0.634
N  2.911807  -3.303325  -5.630711  -0.051
C  3.310393  -3.622095  -6.976627  -0.894
H  0.776429  -5.643614  -4.609268  0.267
H  0.783323  -5.003101  -6.263140  0.415
H  2.162964  -5.960436  -5.685453  0.174
H  3.295179  -2.479800  -5.192199  0.162
H  4.387113  -3.788845  -7.054418  0.269
H  3.037065  -2.833263  -7.682071  0.319
H  2.819321  -4.539049  -7.290767  0.307
C  3.205362  -8.560047  -4.008932  -1.245
C  4.201410  -8.095591  -5.051720  0.801
O  4.246803  -6.932696  -5.410088  -0.638
N  5.051941  -9.023931  -5.572144  -0.168
C  5.136301  -10.428442  -5.255159  -0.826
H  2.625936  -7.692208  -3.707978  0.223
H  2.537004  -9.326093  -4.404672  0.357
H  3.707792  -8.973657  -3.133703  0.393
H  5.690918  -8.647411  -6.255122  0.239
H  6.114476  -10.697099  -4.851025  0.283
H  4.950114  -11.055910  -6.129345  0.281
H  4.390020  -10.675199  -4.505278  0.305
C  -2.392509  -0.430688  0.614357  -1.216
C  -1.951229  -0.703756  -0.802314  0.734
O  -1.405517  0.151152  -1.482805  -0.620
N  -2.141751  -1.955377  -1.310231  -0.112
C  -2.726167  -3.087672  -0.646286  -0.917
H  -2.113416  0.595274  0.835729  0.125
H  -3.468817  -0.579357  0.736155  0.423
H  -1.869873  -1.088340  1.310617  0.364
H  -1.789711  -2.067027  -2.248678  0.203
H  -2.020218  -3.916546  -0.550662  0.278
H  -3.613205  -3.462201  -1.166302  0.302
H  -3.027286  -2.795168  0.356202  0.327
C  -0.785682  4.138119  8.613500  -1.288
C  -1.099752  3.508120  7.265924  0.796
O  -0.909626  2.320951  7.072014  -0.635
N  -1.602177  4.315456  6.297741  -0.081
C  -1.897127  5.728253  6.370160  -0.663
H  -0.394689  3.347673  9.247098  0.309
H  -0.042489  4.931457  8.522024  0.330
H  -1.676770  4.567542  9.074153  0.349
H  -1.777088  3.836435  5.425463  0.195
H  -2.947356  5.933973  6.163517  0.130
H  -1.316219  6.297728  5.642333  0.247
H  -1.654147  6.094858  7.364312  0.300
C  -6.275357  6.877615  5.582983  -1.304
C  -5.288505  7.789411  4.880190  0.778
O  -4.197187  7.392220  4.520909  -0.612
N  -5.673326  9.079609  4.659863  -0.165
C  -6.920802  9.710664  5.011554  -0.822
H  -5.806948  5.901451  5.666849  0.277
H  -6.525822  7.247295  6.578274  0.353
H  -7.203588  6.781916  5.018384  0.409
H  -4.974952  9.630102  4.184393  0.241
H  -7.454528  10.078284  4.132491  0.285
H  -6.775316  10.552946  5.691521  0.280
H  -7.563496  8.990509  5.510426  0.299

Atoms 1-6, force components in eV/Å:
C 0.21 -0.10 0.47
S 0.62 0.15 -0.43
O -0.40 0.01 -0.13
O -0.03 0.45 -0.12
Nb -0.15 0.20 -0.21
C -0.88 0.85 0.40

---

Entry 2:
# C28H46BrNOP2Zn

C28H46BrNOP2Zn as an isolated structure in a non-equilibrium geometry (ωB97M-V/def2-TZVPD, the OMol25 dataset).

2S+1: 1
HOMO-LUMO gap (spin up / spin down) in eV: 4.21 / 4.22
Energy relative to the best compared isomer or geometry (same formula, charge and spin) in kJ/mol: 156.7
Electronic energy in eV: -170339.22043
Charge: +2

Each line ends with the Mulliken charge.
Atoms and positions in Å:
N  4.073597  -4.341663  5.627321  -0.479
C  3.778625  -3.108874  6.044212  -0.393
C  3.213608  -2.150975  5.196191  -0.467
C  2.947007  -2.465143  3.826607  0.491
C  3.313937  -3.782226  3.412567  -0.217
C  3.904287  -4.663987  4.340935  -0.419
C  2.289193  -1.521501  2.937581  0.391
Zn  0.755320  -0.488656  0.404835  -1.163
P  -3.627936  0.854387  -2.030725  -0.296
C  1.748108  -1.786934  1.647187  -0.472
C  0.233588  -1.930950  1.725316  0.536
C  -0.482949  -3.029880  1.198211  -0.095
C  -1.821213  -3.158578  1.503762  -0.954
C  -2.528199  -2.074212  2.044741  -0.066
C  -1.828235  -1.093594  2.748250  -0.789
C  -0.464241  -0.943972  2.536603  -0.644
Br  -4.218208  -1.785274  1.405208  0.018
H  2.038406  -0.555523  3.397283  0.529
H  2.341084  -2.328002  0.877194  0.899
H  2.971176  -1.175094  5.603997  0.394
H  3.165218  -4.155411  2.396970  0.396
H  4.002145  -2.899395  7.091353  0.388
H  4.227554  -5.669677  4.028118  0.369
H  0.067253  -3.796207  0.656724  0.621
H  0.112655  -0.185155  3.082392  0.312
H  -2.344428  -4.083373  1.310796  0.479
H  -2.355345  -0.361271  3.351840  0.529
P  1.696156  0.299382  -1.451391  1.468
C  -4.791754  0.759793  -0.589281  0.253
C  -6.075129  -0.015634  -0.918842  -1.276
H  -4.996938  1.754089  -0.154601  0.435
H  -4.228920  0.174413  0.162385  -0.457
H  -6.710629  -0.088053  -0.027388  0.386
H  -6.655149  0.486223  -1.702347  0.392
H  -5.838543  -1.032697  -1.262048  0.276
C  -2.798376  -0.772836  -1.928924  1.638
C  -3.126990  -1.592343  -3.182145  -1.534
H  -3.128484  -1.296424  -1.016827  -0.289
H  -1.719394  -0.595819  -1.833086  -1.038
H  -2.633632  -2.570034  -3.148491  0.406
H  -4.207362  -1.760705  -3.290841  0.418
H  -2.781928  -1.080261  -4.089709  0.395
C  -2.532460  2.295463  -1.625869  1.247
C  -2.986373  3.537599  -2.404959  -1.498
H  -1.492661  2.015435  -1.854627  -0.484
H  -2.609802  2.448425  -0.541870  -0.231
H  -2.132185  4.099825  -2.795773  0.351
H  -3.612509  3.253078  -3.257620  0.539
H  -3.577161  4.204750  -1.767861  0.343
C  1.879610  1.772326  -2.532071  -0.210
C  3.111424  1.667997  -3.439087  -1.269
H  1.873274  2.668662  -1.895495  0.268
H  0.976249  1.834891  -3.159692  0.500
H  4.051992  1.778746  -2.887707  0.235
H  3.139844  0.694362  -3.943075  0.340
H  3.071297  2.432506  -4.223041  0.408
C  1.002349  -0.823929  -2.736478  -0.748
C  1.105375  -2.295399  -2.346545  -1.145
H  1.509644  -0.631817  -3.695261  0.593
H  -0.052215  -0.522866  -2.853866  0.297
H  2.160374  -2.571841  -2.195811  0.330
H  0.545995  -2.522529  -1.420263  0.112
H  0.692460  -2.925191  -3.151894  0.453
C  3.437931  -0.235427  -1.198737  -0.612
C  4.284661  0.745162  -0.371473  -1.374
H  3.884020  -0.365061  -2.188015  0.660
H  3.437200  -1.221899  -0.727762  0.469
H  4.987387  0.190585  0.267370  0.354
H  4.895111  1.392138  -1.017930  0.355
H  3.697979  1.405003  0.283427  0.281
C  -1.381501  4.165401  1.157055  -1.045
C  0.114145  4.027490  0.938185  0.979
C  0.777288  5.243512  0.308876  -1.249
O  0.716655  2.976001  1.185421  -0.570
H  -1.544079  5.019377  1.845741  0.452
H  -1.838626  3.261772  1.579672  0.226
H  -1.908199  4.331889  0.202228  0.203
H  1.835206  5.008090  0.131556  0.317
H  0.245654  5.559066  -0.602381  0.322
H  0.719719  6.098456  1.003696  0.435

Atoms 1-6, force components in eV/Å:
N 0.36 0.05 -0.30
C -0.36 -0.06 -0.53
C 0.00 0.10 -0.39
C 1.09 -0.37 -0.20
C 0.32 -0.18 0.34
C -0.57 0.53 -0.40

---

Entry 3:
# C5H11N

A single C5H11N molecule (ωB97M-V/def2-TZVPD, the OMol25 dataset).

2S+1: 1
HOMO-LUMO gap in eV: 7.94
Energy relative to the best compared isomer or geometry (same formula, charge and spin) in kJ/mol: 403.3
Electronic energy in eV: -6849.34870

Each line ends with the Mulliken charge.
Atoms and positions in Å:
C  -1.593421  -0.481625  -1.177605  -1.091
C  -0.062284  -0.273428  -1.166902  -0.522
C  -0.105069  -1.077980  1.037275  -0.680
C  1.336006  -0.814356  1.049177  -0.348
N  0.510849  0.072029  0.173384  0.270
C  0.519409  1.486899  0.599584  -0.986
H  -1.882026  -1.474654  -0.824288  0.371
H  -2.112961  0.241675  -0.538444  0.287
H  -1.967196  -0.339945  -2.200878  0.364
H  0.427812  -1.184605  -1.516493  0.201
H  0.175830  0.545358  -1.848245  0.501
H  -0.624128  -0.539718  1.831823  0.162
H  2.061548  -1.465073  0.554916  0.178
H  1.790548  -0.251222  1.873156  0.248
H  -0.177009  2.053045  -0.019727  0.378
H  1.508221  1.964974  0.529422  0.285
H  0.193870  1.538624  1.643844  0.383

Atoms 1-6, force components in eV/Å:
C 0.13 0.13 0.02
C 0.27 0.25 -0.32
C -0.15 -0.09 0.80
C 0.17 -0.08 -0.05
N -0.75 -0.23 -0.08
C -0.27 -0.05 -0.03

---

Entry 4:
# C5H16N4

A single C5H16N4 molecule in a non-equilibrium geometry (ωB97M-V/def2-TZVPD, the OMol25 dataset).

2S+1: 1
HOMO-LUMO gap in eV: 8.71
SMILES: CCC[C@H](N)C(N)(N)N
Energy relative to the best compared isomer or geometry (same formula, charge and spin) in kJ/mol: 206.9
Electronic energy in eV: -11403.39134

Each line ends with the Mulliken charge.
Atoms and positions in Å:
C  -0.495476  1.645122  0.511925  0.720
C  0.256739  -0.042139  0.495969  -0.207
C  -0.313930  -0.580434  -0.747369  -0.839
C  0.190262  -2.241189  -0.990864  -0.436
C  1.594334  -2.321243  -1.557031  -1.120
N  0.573402  2.582803  0.409217  -0.597
N  -1.110289  1.790044  1.789050  -0.513
N  -1.467880  1.973265  -0.468424  -0.534
N  -0.068835  -0.733893  1.722743  -0.624
H  1.338031  0.098384  0.434967  0.430
H  1.522718  2.291133  0.613879  0.165
H  0.379711  3.570115  0.567639  0.175
H  -0.845839  1.078301  2.469853  0.197
H  -1.959152  2.304401  1.991885  0.130
H  -1.204216  1.947700  -1.445894  0.147
H  -2.295328  2.506966  -0.214428  0.156
H  0.705913  -1.313262  2.045083  0.254
H  -0.879946  -1.342417  1.616982  0.222
H  -1.403358  -0.648211  -0.748758  0.324
H  0.034102  -0.037500  -1.626770  0.392
H  0.112280  -2.877207  -0.103714  0.298
H  -0.533464  -2.669743  -1.693091  0.346
H  2.327288  -2.045799  -0.790377  0.273
H  1.828102  -3.334186  -1.908615  0.367
H  1.714831  -1.601011  -2.373854  0.275

Atoms 1-6, force components in eV/Å:
C 0.57 -0.03 1.70
C -1.48 3.14 0.25
C 0.85 -4.65 -0.89
C -0.99 2.24 -0.26
C 0.12 0.24 0.15
N 2.23 0.15 -1.39

---

Entry 5:
# C4H6O2

A single C4H6O2 molecule (ωB97M-V/def2-TZVPD, the OMol25 dataset).

2S+1: 1
HOMO-LUMO gap in eV: 11.20
SMILES: O=C1CCCO1
Energy relative to the best compared isomer or geometry (same formula, charge and spin) in kJ/mol: 24.6
Electronic energy in eV: -8340.20612

Each line ends with the Mulliken charge.
Atoms and positions in Å:
O  -2.200829  -0.338151  -1.195684  -0.539
C  -1.125492  0.031155  -0.824210  0.543
C  -0.739985  0.732146  0.459170  -0.454
C  0.409630  -0.217905  0.823980  -0.498
C  1.088676  -0.382890  -0.540977  -0.403
O  0.022535  -0.271297  -1.493311  -0.340
H  -0.395197  1.748557  0.223016  0.257
H  -1.576550  0.792826  1.156305  0.287
H  1.100745  0.088378  1.609480  0.335
H  -0.040855  -1.170481  1.127805  0.255
H  1.543174  -1.364099  -0.695576  0.263
H  1.840656  0.392402  -0.725407  0.293

Atoms 1-6, force components in eV/Å:
O 0.21 0.48 -0.11
C -0.51 -0.10 -0.14
C 0.03 -0.08 0.07
C 0.07 -0.03 0.14
C 0.23 -0.03 0.13
O -0.17 -0.22 -0.09